Computed, not measured: a cluster of 12 separate species, C45H111Cl2N7O19 in total, with wB97M-V/def2-TZVPD.

Geometry as ORCA input:
```
! RIJCOSX wB97M-V def2-TZVPD def2/J DEFGRID3
* xyz 0 1
C -7.44 23.42 28.94
C -7.56 21.82 29.04
C -6.10 21.33 29.09
O -5.48 21.46 27.77
C -5.71 20.37 26.86
N -8.20 21.47 30.27
H -6.63 23.95 29.45
H -8.36 23.90 29.28
H -7.21 23.72 27.92
H -8.16 21.46 28.20
H -5.97 20.28 29.37
H -5.45 21.89 29.76
H -6.74 20.35 26.52
H -5.29 19.45 27.28
H -5.12 20.61 25.98
H -8.63 20.59 30.04
H -9.02 22.04 30.41
C -3.04 16.97 29.12
C -2.73 15.99 30.19
C -1.60 16.59 31.09
O -0.37 16.54 30.50
C 0.73 17.18 31.16
N -3.93 15.70 30.97
H -3.79 16.73 28.36
H -2.12 17.34 28.68
H -3.63 17.79 29.51
H -2.25 15.11 29.76
H -1.62 16.06 32.05
H -1.84 17.61 31.40
H 0.76 18.26 31.03
H 1.61 16.86 30.61
H 0.82 17.11 32.24
H -3.70 14.91 31.56
H -4.62 15.35 30.33
C -2.53 8.63 23.39
C -1.70 9.92 23.28
C -0.31 9.57 22.79
O 0.60 10.62 22.58
C 1.00 11.45 23.68
N -2.32 10.89 22.40
H -3.48 8.90 23.83
H -2.00 7.85 23.95
H -2.67 8.18 22.41
H -1.49 10.38 24.25
H -0.49 9.15 21.80
H 0.04 8.92 23.59
H 0.12 11.98 24.05
H 1.68 12.20 23.29
H 1.50 10.92 24.49
H -1.73 11.69 22.52
H -2.14 10.63 21.44
C -8.47 17.30 24.83
C -8.94 15.89 25.14
C -10.28 15.53 24.54
O -11.37 16.28 25.06
C -11.68 15.61 26.32
N -7.83 15.02 24.70
H -7.52 17.53 25.30
H -9.23 18.00 25.20
H -8.41 17.42 23.75
H -8.88 15.77 26.22
H -10.44 14.46 24.49
H -10.21 15.75 23.47
H -12.37 16.29 26.82
H -10.78 15.34 26.87
H -12.34 14.75 26.24
H -8.12 14.07 24.86
H -6.98 15.23 25.20
C 0.66 22.28 27.20
C -0.82 22.31 26.92
C -1.65 22.58 28.18
O -1.45 21.72 29.30
C -1.81 20.39 29.06
N -1.01 23.27 25.82
H 1.01 23.23 27.61
H 1.14 22.18 26.22
H 1.04 21.54 27.90
H -1.15 21.35 26.52
H -2.72 22.59 27.97
H -1.42 23.58 28.54
H -2.89 20.29 29.00
H -1.58 19.73 29.91
H -1.37 19.86 28.22
H -0.66 24.11 26.26
H -0.33 23.17 25.08
C -2.40 21.21 19.93
C -1.88 19.88 19.39
C -1.47 18.96 20.57
O -0.31 19.41 21.25
C 0.17 18.59 22.26
N -2.93 19.20 18.55
H -3.05 20.96 20.77
H -2.88 21.85 19.20
H -1.58 21.75 20.40
H -0.97 20.06 18.80
H -1.35 17.94 20.21
H -2.29 18.80 21.26
H -0.53 18.58 23.10
H 1.10 18.93 22.72
H 0.38 17.54 22.07
H -2.65 18.32 18.16
H -3.16 19.74 17.73
C -1.12 15.64 18.27
C -1.29 16.59 17.11
C -0.62 16.27 15.70
O 0.80 16.02 15.85
C 1.45 15.85 14.59
N -2.77 16.67 16.97
H -1.86 15.73 19.07
H -0.10 15.71 18.64
H -1.18 14.61 17.90
H -0.91 17.53 17.50
H -0.75 17.17 15.10
H -1.12 15.40 15.27
H 1.45 16.79 14.04
H 1.01 15.06 13.98
H 2.48 15.56 14.77
H -3.14 16.53 17.90
H -3.07 15.82 16.52
C -8.55 12.66 28.00
C -7.28 12.71 28.96
O -6.12 13.17 28.27
C -5.78 14.43 28.04
O -6.40 15.39 28.42
O -4.72 14.52 27.20
C -4.10 13.34 26.70
H -9.35 12.14 28.52
H -8.33 12.10 27.09
H -8.78 13.69 27.72
H -7.21 11.73 29.42
H -7.56 13.40 29.76
H -4.82 12.61 26.32
H -3.56 12.77 27.45
H -3.44 13.60 25.87
C -6.53 17.95 20.58
C -5.71 18.67 21.68
O -6.56 19.19 22.73
C -6.77 20.51 22.82
O -6.16 21.33 22.14
O -7.77 20.73 23.67
C -8.05 22.04 24.07
H -6.40 18.62 19.73
H -7.56 17.71 20.82
H -6.08 16.98 20.32
H -4.93 19.35 21.33
H -5.21 17.83 22.17
H -7.28 22.81 23.94
H -8.40 22.11 25.10
H -8.93 22.31 23.48
C -10.20 14.49 15.95
C -9.04 13.92 16.86
O -8.94 14.66 18.09
C -7.99 14.27 18.97
O -6.93 13.66 18.64
O -8.41 14.71 20.07
C -7.97 14.09 21.27
H -10.23 13.78 15.12
H -9.96 15.52 15.68
H -11.23 14.47 16.32
H -8.12 14.02 16.29
H -9.33 12.89 17.03
H -7.52 13.12 21.07
H -8.83 13.83 21.87
H -7.23 14.63 21.85
C -0.02 15.48 25.79
C -0.22 15.06 27.18
O 0.65 13.98 27.50
C 0.12 12.78 27.51
O -0.90 12.41 26.90
O 0.88 12.08 28.40
C 0.44 10.74 28.78
H -0.64 16.34 25.55
H -0.34 14.72 25.07
H 1.01 15.75 25.54
H -1.28 14.85 27.34
H 0.01 15.83 27.92
H -0.30 10.83 29.58
H 1.31 10.21 29.15
H 0.09 10.09 27.98
C -3.50 16.47 24.38
Cl -2.65 16.13 22.86
Cl -2.74 17.79 25.20
H -4.55 16.72 24.20
H -3.51 15.56 24.98
*
```

## Properties
orbital gap = 9.21 eV
LUMO level = 0.0099 Ha
SMILES string = COC[C@H](C)N.COC[C@H](C)N.COC[C@H](C)N.COC[C@H](C)N.COC[C@H](C)N.COC[C@H](C)N.COC[C@H](C)N.CCOC(=O)OC.CCOC(=O)OC.CCOC(=O)OC.CCOC(=O)OC.ClCCl